Record 1
{
  "formula": "C31H24Cl3N6O3S3V",
  "method": "wB97M-V/def2-TZVPD",
  "symbols": ["V", "C", "S", "C", "S", "N", "N", "C", "C", "C", "C", "C", "C", "N", "H", "H", "H", "H", "H", "H", "H", "H", "C", "C", "C", "C", "C", "C", "C", "S", "O", "O", "N", "C", "C", "C", "C", "C", "C", "C", "C", "N", "C", "H", "H", "H", "H", "H", "H", "H", "H", "H", "H", "H", "H", "H", "Cl", "C", "C", "C", "Cl", "C", "O", "C", "Cl", "C", "H", "H", "N", "C", "H"],
  "coordinates": [[0.38969, -0.89002, 0.29436], [-4.16476, -0.20571, -3.73707], [-3.98451, -1.30389, -2.31247], [-2.29195, -0.97815, -1.88663], [-1.88387, 0.67815, -1.49230], [-1.50348, -1.98161, -1.91255], [-0.23619, -1.81372, -1.38903], [0.73338, -2.38712, -2.05763], [2.05731, -2.02392, -1.70332], [3.18371, -2.50943, -2.39472], [4.43042, -2.07677, -2.04375], [4.56031, -1.13199, -1.01004], [3.43363, -0.68922, -0.37389], [2.19227, -1.12763, -0.67831], [-5.21862, -0.22387, -4.01198], [-3.56220, -0.56703, -4.56793], [-3.87403, 0.80772, -3.47155], [0.50924, -2.98983, -2.92885], [3.03698, -3.22193, -3.19693], [5.30486, -2.45458, -2.55895], [5.52864, -0.76058, -0.70252], [3.48807, 0.05110, 0.41391], [-0.66518, 6.33457, -2.78451], [-0.31650, 5.31806, -1.72643], [0.86551, 4.59046, -1.79083], [1.17940, 3.64117, -0.82806], [0.30528, 3.41718, 0.22539], [-0.87409, 4.15298, 0.32021], [-1.17931, 5.08828, -0.65633], [0.74621, 2.19351, 1.44245], [2.07429, 1.77098, 1.08480], [0.55345, 2.81336, 2.73009], [-0.22020, 0.91139, 1.26102], [-1.49384, 0.86823, 1.83150], [-2.18576, 1.85636, 2.50735], [-3.52199, 1.65606, 2.90653], [-4.17574, 0.47870, 2.69735], [-3.47214, -0.59568, 2.10526], [-4.01950, -1.88593, 1.94302], [-3.24600, -2.88273, 1.42921], [-1.93133, -2.60933, 1.02665], [-1.39305, -1.40053, 1.11291], [-2.14457, -0.39827, 1.67856], [0.09304, 6.36658, -3.56743], [-0.75034, 7.33544, -2.35476], [-1.62371, 6.09702, -3.25093], [1.55197, 4.76207, -2.61332], [2.08465, 3.05509, -0.88893], [-1.54952, 4.00134, 1.14791], [-2.10327, 5.65347, -0.58374], [-1.69015, 2.77723, 2.76539], [-4.03890, 2.47088, 3.40130], [-5.20726, 0.34180, 2.99967], [-5.04445, -2.07088, 2.24511], [-3.63435, -3.88385, 1.29835], [-1.29485, -3.37669, 0.60962], [5.28492, -4.32769, 4.52352], [3.98077, -3.96132, 3.41171], [3.41425, -2.69950, 3.40700], [2.39998, -2.44661, 2.50995], [1.59248, -0.90381, 2.47836], [1.89612, -3.36898, 1.56597], [0.98539, -3.07145, 0.72036], [2.51242, -4.64308, 1.64737], [1.95031, -5.87914, 0.55439], [3.52366, -4.93848, 2.54071], [3.75501, -1.93075, 4.08743], [3.95317, -5.93091, 2.55749], [0.73734, 1.02962, -2.04412], [-0.02852, 0.42372, -1.23480], [0.23599, 1.60010, -2.72750]],
  "atomic_forces_ev_per_a": [[0.7, -0.6, -1.1], [0.0, 0.0, 0.1], [0.0, -0.1, 0.0], [0.1, 0.3, 0.0], [-0.2, -0.3, -0.1], [0.2, -0.2, 0.0], [-0.1, -0.5, -0.1], [-0.1, 0.1, -0.1], [0.3, 0.1, 0.3], [-0.1, -0.1, 0.0], [0.1, 0.1, 0.0], [0.1, -0.1, -0.2], [-0.4, 0.2, -0.1], [0.3, -0.2, -0.2], [0.0, 0.0, 0.0], [0.0, 0.0, 0.0], [0.0, 0.0, -0.1], [0.0, -0.1, 0.0], [0.0, 0.0, 0.0], [0.0, 0.0, 0.0], [0.0, 0.0, 0.0], [-0.1, 0.0, 0.0], [0.0, 0.0, 0.1], [0.0, 0.0, 0.0], [0.0, 0.0, 0.0], [0.0, 0.0, 0.1], [-0.1, 0.1, -0.1], [0.1, 0.0, -0.1], [0.0, 0.0, 0.0], [-0.2, -0.1, 0.0], [0.1, -0.1, 0.0], [0.0, 0.1, 0.0], [-0.3, 0.4, 0.8], [0.3, -0.1, -0.1], [-0.1, 0.0, 0.0], [0.1, 0.1, 0.0], [0.0, -0.1, 0.0], [0.1, 0.0, 0.0], [-0.1, 0.0, 0.1], [0.0, -0.2, -0.1], [0.1, 0.2, 0.0], [-1.2, -0.1, 0.6], [0.2, 0.0, 0.0], [0.0, 0.0, 0.0], [0.0, 0.0, 0.0], [0.0, 0.0, 0.0], [0.0, 0.0, 0.0], [0.0, 0.0, 0.0], [0.0, 0.0, 0.0], [0.0, 0.0, 0.0], [0.0, 0.0, 0.0], [0.0, 0.0, 0.0], [0.0, 0.0, 0.0], [0.0, 0.0, 0.0], [0.0, 0.0, 0.0], [0.0, 0.0, -0.1], [-0.1, 0.0, -0.1], [0.0, -0.1, 0.0], [0.0, 0.1, 0.1], [-0.1, 0.1, 0.0], [0.4, -0.1, 0.7], [0.0, 0.0, -0.2], [-0.4, 0.3, 0.2], [0.0, -0.1, 0.0], [0.1, 0.1, 0.1], [0.0, -0.1, 0.0], [0.0, 0.0, 0.0], [0.0, 0.0, 0.0], [-0.3, 0.0, 0.2], [0.4, 0.8, -0.6], [0.0, 0.0, 0.0]],
  "lowdin_spin": [0.83, 0.00, 0.00, 0.01, 0.00, 0.00, 0.01, 0.05, 0.02, 0.01, 0.01, 0.02, 0.01, 0.02, 0.00, 0.00, 0.00, 0.00, 0.00, 0.00, 0.00, 0.00, 0.00, 0.00, 0.00, 0.00, 0.00, 0.00, 0.00, 0.00, 0.01, 0.00, 0.01, 0.00, 0.00, 0.00, 0.00, 0.00, -0.01, 0.00, -0.01, 0.01, 0.00, 0.00, 0.00, 0.00, 0.00, 0.00, 0.00, 0.00, 0.00, 0.00, 0.00, 0.00, 0.00, 0.00, 0.00, 0.00, 0.00, 0.00, 0.00, 0.00, 0.01, 0.00, 0.00, 0.00, 0.00, 0.00, 0.01, -0.01, 0.00],
  "lumo_ev": [2.094, 2.105],
  "spin_multiplicity": 2,
  "charge": -1,
  "total_energy_ha": -5269.20446,
  "max_force_ev_per_a": 1.44,
  "gap_ev": [5.150, 5.163],
  "s2": 0.792
}

***

Record 2
{
  "formula": "C3HO3Zn",
  "method": "wB97M-V/def2-TZVPD",
  "symbols": ["C", "C", "O", "C", "O", "Zn", "O", "H"],
  "coordinates": [[-1.93864, -0.87682, 0.15922], [-0.85212, -1.50764, 0.17813], [0.45259, -1.11608, 0.12785], [0.73200, 0.20233, 0.05266], [1.86536, 0.40854, -0.43923], [2.93479, 1.67015, -0.15009], [-2.21642, 0.36756, 0.06121], [-0.97757, 0.85195, 0.01024]],
  "atomic_forces_ev_per_a": [[0.9, 1.4, 0.0], [1.0, -0.6, 0.1], [0.9, 0.3, -0.2], [-4.7, -0.8, 0.5], [-0.4, -3.0, -1.3], [2.5, 2.9, 0.8], [2.0, 1.2, -0.1], [-2.0, -1.3, 0.3]],
  "nbo_charge": [0.40, 0.22, -0.44, 0.47, -0.91, 1.46, -0.62, 0.42],
  "lumo_ev": [-8.950, -8.945],
  "spin_multiplicity": 1,
  "charge": 1,
  "total_energy_ha": -2119.27611,
  "max_force_ev_per_a": 4.84,
  "gap_ev": [3.246, 3.418]
}

***

Record 3
{
  "formula": "C3H6O",
  "method": "wB97M-V/def2-TZVPD",
  "symbols": ["C", "C", "C", "O", "H", "H", "H", "H", "H", "H"],
  "coordinates": [[0.29016, -1.02161, 1.06304], [-0.42712, 0.01569, 0.59855], [0.14343, 0.87226, -0.46246], [-0.61916, 0.61159, -1.65024], [-0.09396, -1.92754, 1.52609], [1.29785, -1.23570, 0.71264], [-1.40534, 0.17499, 1.02776], [1.19978, 0.84709, -0.67152], [-0.01563, 1.92143, -0.16377], [-0.37002, -0.25820, -1.98009]],
  "atomic_forces_ev_per_a": [[-0.2, -0.7, -1.1], [1.8, -1.9, 1.4], [-1.4, 1.6, -0.1], [0.2, 0.5, -0.1], [-0.4, 0.7, 0.8], [0.0, 0.5, -0.2], [-0.3, 0.2, -0.6], [0.5, -0.8, 0.3], [-0.3, -0.1, -0.6], [0.0, 0.0, 0.1]],
  "nbo_charge": [-0.39, -0.20, -0.11, -0.71, 0.20, 0.18, 0.21, 0.18, 0.18, 0.47],
  "lumo_ev": 1.095,
  "smiles": "C=CCO",
  "spin_multiplicity": 1,
  "total_energy_ha": -193.09230,
  "max_force_ev_per_a": 2.98,
  "gap_ev": 10.970
}